This record from OMol25 describes a 2-piece molecular cluster, C3H11NO overall at a distorted geometry. The level of theory is ωB97M-V/def2-TZVPD.

Values from the calculation:
- Gap between HOMO and LUMO: 0.3993 Eh
- HOMO: -9.96 eV
- SMILES: CCOC.N
- Total charge: 0
- Energy relative to the best compared isomer or geometry (same formula, charge and spin): 22.8 kcal/mol

Last column: Mulliken charge in e.
Element x y z (Å)
C: -0.268 0.380 -0.507  -0.658
N: 2.984 1.624 -2.198  -0.727
H: -0.402 1.340 -1.015  0.316
H: -0.771 -0.322 -1.192  0.284
H: 0.789 0.153 -0.584  0.156
H: 2.788 1.392 -3.168  0.225
H: 2.479 2.488 -2.027  0.253
H: 2.496 0.917 -1.657  0.295
C: -0.672 -0.780 1.495  -0.215
O: -0.723 0.441 0.792  -0.366
C: -1.761 -1.720 1.027  -1.053
H: 0.350 -1.178 1.409  0.307
H: -0.803 -0.526 2.544  0.254
H: -1.833 -2.653 1.581  0.370
H: -2.673 -1.126 1.067  0.280
H: -1.591 -1.987 -0.011  0.279

***

This record from OMol25 describes a 2-piece molecular cluster, C3H11NO overall at a distorted geometry. The level of theory is ωB97M-V/def2-TZVPD.

Values from the calculation:
- Gap between HOMO and LUMO: 0.3669 Eh
- HOMO: -9.11 eV
- SMILES: CCCN.O
- Total charge: 0
- Energy relative to the best compared isomer or geometry (same formula, charge and spin): 21.8 kcal/mol

Last column: Mulliken charge in e.
Element x y z (Å)
C: -0.758 1.263 -1.002  -0.374
C: -1.679 0.099 -1.385  -0.294
C: -1.065 -1.313 -1.419  -1.247
N: 0.394 0.959 -0.176  -0.556
H: -1.404 2.045 -0.568  0.245
H: -0.395 1.704 -1.932  0.233
H: -2.066 0.357 -2.372  0.283
H: -2.517 0.039 -0.685  0.267
H: -1.768 -2.117 -1.580  0.364
H: -0.737 -1.553 -0.382  0.281
H: -0.106 -1.339 -1.926  0.365
H: 0.490 1.567 0.632  0.252
H: 0.301 0.064 0.306  0.181
H: 3.260 -1.061 3.700  0.323
H: 4.325 -0.428 4.747  0.315
O: 3.726 -0.285 4.041  -0.639

***

This record from OMol25 describes a 2-piece molecular cluster, C3H11NO2 overall at a distorted geometry. The level of theory is ωB97M-V/def2-TZVPD.

Values from the calculation:
- Gap between HOMO and LUMO: 0.3549 Eh
- HOMO: -8.95 eV
- SMILES: NCCCO.O
- Total charge: 0
- Energy relative to the best compared isomer or geometry (same formula, charge and spin): 19.0 kcal/mol

Last column: Mulliken charge in e.
Element x y z (Å)
C: 0.795 -0.264 -0.432  -0.425
C: 0.484 -1.303 0.646  -0.422
C: 1.029 -0.904 1.998  -0.457
O: 0.411 -1.664 3.005  -0.525
N: 0.188 -0.610 -1.681  -0.486
H: 1.870 -0.032 -0.363  0.233
H: 0.352 0.692 -0.150  0.292
H: 0.891 -2.247 0.275  0.256
H: -0.570 -1.577 0.689  0.315
H: 0.858 0.140 2.173  0.326
H: 2.106 -1.057 2.031  0.250
H: 0.036 -1.176 3.739  0.298
H: 0.346 -1.480 -2.157  0.167
H: 0.131 0.091 -2.408  0.179
H: -2.309 3.394 -2.469  0.311
H: -3.363 4.459 -2.580  0.324
O: -3.254 3.538 -2.316  -0.635

***

This record from OMol25 describes a 2-piece molecular cluster, C3H11NO2 overall at a distorted geometry. The level of theory is ωB97M-V/def2-TZVPD.

Values from the calculation:
- Gap between HOMO and LUMO: 0.3637 Eh
- HOMO: -9.11 eV
- SMILES: CNCCO.O
- Total charge: 0
- Energy relative to the best compared isomer or geometry (same formula, charge and spin): 54.2 kcal/mol

Last column: Mulliken charge in e.
Element x y z (Å)
C: -0.266 0.623 -2.503  -0.734
N: 0.769 0.751 -1.467  -0.430
C: 0.543 -0.437 -0.466  -0.508
C: 1.119 -0.042 0.919  -0.148
O: 0.270 -0.665 1.920  -0.568
H: -1.323 0.401 -1.990  0.246
H: -0.039 -0.327 -3.177  0.215
H: -0.218 1.525 -3.242  0.308
H: 0.739 1.716 -1.068  0.282
H: -0.568 -0.539 -0.456  0.182
H: 0.807 -1.453 -0.864  0.301
H: 2.123 -0.581 1.085  0.193
H: 1.115 1.026 0.962  0.268
H: -0.571 -0.837 1.491  0.367
H: -1.970 -1.011 2.688  0.314
H: -0.798 -0.042 3.240  0.388
O: -1.732 -0.107 2.929  -0.676

***

This record from OMol25 describes a 2-piece molecular cluster, C3H11NO2 overall at a distorted geometry. The level of theory is ωB97M-V/def2-TZVPD.

Values from the calculation:
- Gap between HOMO and LUMO: 0.3585 Eh
- HOMO: -9.18 eV
- SMILES: NCCCO.O
- Total charge: 0
- Energy relative to the best compared isomer or geometry (same formula, charge and spin): 10.0 kcal/mol

Last column: Mulliken charge in e.
Element x y z (Å)
C: -1.699 -0.058 -0.236  -0.411
C: -0.197 0.027 -0.013  -0.304
C: 0.359 1.294 -0.689  -0.650
O: 1.727 1.516 -0.443  -0.505
N: -2.378 -0.410 1.007  -0.626
H: -2.096 0.887 -0.574  0.388
H: -1.890 -0.780 -1.034  0.260
H: -0.014 0.152 1.056  0.247
H: 0.316 -0.840 -0.444  0.233
H: 0.154 1.243 -1.759  0.283
H: -0.169 2.151 -0.260  0.370
H: 2.207 0.680 -0.522  0.328
H: -3.382 -0.345 0.990  0.211
H: -2.150 -1.358 1.282  0.185
H: 3.817 -1.371 0.791  0.294
H: 2.358 -1.724 0.529  0.301
O: 3.037 -1.064 0.318  -0.605

***

This record from OMol25 describes a 2-piece molecular cluster, C3H11NO2 overall at a distorted geometry. The level of theory is ωB97M-V/def2-TZVPD.

Values from the calculation:
- Gap between HOMO and LUMO: 0.3641 Eh
- HOMO: -9.18 eV
- SMILES: CCO.NCO
- Total charge: 0
- Energy relative to the best compared isomer or geometry (same formula, charge and spin): 41.5 kcal/mol

Last column: Mulliken charge in e.
Element x y z (Å)
C: 3.680 -0.414 -0.052  -0.159
O: 4.341 0.704 0.654  -0.531
C: 4.709 -1.627 -0.156  -0.996
H: 2.801 -0.784 0.538  0.234
H: 3.432 -0.102 -1.099  0.259
H: 3.701 1.495 0.569  0.307
H: 4.405 -2.190 0.717  0.243
H: 4.573 -2.434 -0.916  0.308
H: 5.770 -1.479 -0.149  0.336
N: -4.828 0.168 -1.182  -0.513
C: -4.433 0.145 0.207  -0.134
O: -3.341 1.091 0.451  -0.534
H: -5.833 -0.089 -1.259  0.221
H: -4.536 0.986 -1.607  0.202
H: -5.216 0.326 0.924  0.239
H: -4.088 -0.891 0.386  0.220
H: -2.952 1.004 1.339  0.298

***

This record from OMol25 describes a 2-piece molecular cluster, C3H11NO2 overall at a distorted geometry. The level of theory is ωB97M-V/def2-TZVPD.

Values from the calculation:
- Gap between HOMO and LUMO: 0.3398 Eh
- HOMO: -8.63 eV
- SMILES: C[C@H](N)CO.O
- Total charge: 0
- Energy relative to the best compared isomer or geometry (same formula, charge and spin): 16.0 kcal/mol

Last column: Mulliken charge in e.
Element x y z (Å)
C: 0.202 -0.189 0.821  -0.749
O: -1.114 0.050 1.302  -0.524
C: 0.167 -1.342 -0.163  0.612
C: 1.578 -1.711 -0.594  -1.264
N: -0.790 -1.045 -1.249  -0.523
H: 0.887 -0.428 1.642  0.364
H: 0.590 0.726 0.348  0.298
H: -1.023 0.672 2.031  0.306
H: -0.311 -2.166 0.389  0.136
H: 1.697 -2.779 -0.726  0.318
H: 1.764 -1.287 -1.579  0.371
H: 2.321 -1.340 0.098  0.329
H: -0.490 -1.292 -2.170  0.159
H: -1.495 -0.401 -0.954  0.169
H: -0.549 4.248 0.238  0.317
H: -1.993 3.818 0.052  0.321
O: -1.444 4.468 0.512  -0.639

***

Question: What is the HOMO in the sixth record?
Answer: -9.18 eV

***

Question: What is the total charge in the fourth record?
Answer: 0

***

Question: The highest gap between HOMO and LUMO belongs to which entry?
Answer: number 1

***

Question: HOMO of number 2 (C3H11NO)?
Answer: -9.11 eV